Below is C30H70N10O14SZn as an isolated structure, with properties calculated with ωB97M-V/def2-TZVPD.

Results
charge	0
frontier orbital gap	8.7	eV
maximum force	5.67	eV Å⁻¹
lowest unoccupied orbital energy	-0.1	eV
total energy	-4963.80136	a.u.
HOMO	-8.823	eV

```
126
C30H70N10O14SZn, DFT ωB97M-V/def2-TZVPD
Zn -1.338 0.746 1.563
S 0.077 -0.433 -0.253
O 0.725 0.238 -1.359
O -1.347 -0.100 -0.180
O 0.386 -1.849 -0.189
O 0.380 0.180 1.035
C -0.748 0.834 -7.748
C -0.313 0.755 -6.259
O -0.185 1.750 -5.584
N -0.224 -0.525 -5.804
C 0.085 -0.997 -4.456
H -1.368 1.724 -7.854
H -1.218 -0.085 -8.099
H 0.103 1.058 -8.391
H -0.094 -1.247 -6.498
H 0.218 -2.079 -4.481
H -0.637 -0.828 -3.657
H 1.021 -0.582 -4.084
C 3.001 -2.098 -2.231
C 3.498 -3.124 -1.212
O 4.523 -3.733 -1.413
N 2.754 -3.217 -0.098
C 3.057 -3.981 1.059
H 3.682 -1.973 -3.073
H 2.772 -1.125 -1.796
H 2.089 -2.580 -2.584
H 1.928 -2.635 -0.100
H 3.947 -3.637 1.587
H 3.181 -5.005 0.705
H 2.226 -3.954 1.763
C -2.511 -2.674 -1.629
C -1.653 -3.816 -2.153
O -1.991 -4.476 -3.125
N -0.503 -4.054 -1.537
C 0.423 -5.124 -1.841
H -2.291 -2.374 -0.604
H -3.532 -3.054 -1.672
H -2.343 -1.757 -2.193
H -0.178 -3.277 -0.980
H 0.979 -4.897 -2.751
H 0.007 -6.122 -1.984
H 1.168 -5.118 -1.046
C -4.819 -0.736 0.683
C -4.326 0.682 0.852
O -3.371 0.902 1.637
N -5.013 1.662 0.256
C -4.803 3.078 0.480
H -4.261 -1.445 1.294
H -4.838 -1.052 -0.360
H -5.852 -0.851 1.012
H -5.760 1.375 -0.360
H -3.820 3.382 0.841
H -5.562 3.423 1.182
H -4.980 3.596 -0.463
C -0.709 1.061 5.694
C -0.274 1.587 4.355
O -1.020 1.451 3.388
N 0.990 2.058 4.307
C 1.673 2.606 3.097
H -1.122 0.060 5.569
H -1.521 1.713 6.016
H 0.109 0.973 6.408
H 1.561 1.981 5.136
H 1.373 3.645 2.961
H 1.400 2.019 2.220
H 2.729 2.531 3.356
C 2.926 2.446 -3.626
C 3.613 2.457 -2.279
O 4.626 3.108 -2.022
N 3.096 1.629 -1.357
C 3.593 1.360 -0.002
H 1.974 1.916 -3.602
H 3.594 1.882 -4.277
H 2.816 3.452 -4.032
H 2.173 1.256 -1.534
H 2.847 0.813 0.574
H 3.778 2.338 0.442
H 4.573 0.884 0.047
C -1.868 4.687 2.041
C -0.967 3.854 1.105
O -1.219 2.703 0.865
N 0.073 4.475 0.581
C 1.066 3.905 -0.330
H -1.312 5.364 2.689
H -2.391 4.024 2.730
H -2.538 5.366 1.514
H 0.296 5.390 0.946
H 2.062 3.883 0.113
H 1.027 4.467 -1.264
H 0.757 2.882 -0.547
C -2.172 -2.798 4.053
C -1.527 -2.276 2.837
O -1.691 -1.075 2.578
N -0.796 -3.047 2.035
C -0.657 -4.460 2.154
H -1.541 -2.461 4.875
H -2.276 -3.883 4.085
H -3.150 -2.338 4.195
H -0.225 -2.720 1.269
H 0.003 -4.892 1.402
H -1.616 -4.956 2.006
H -0.277 -4.685 3.151
C -1.837 5.075 -3.533
C -2.483 4.407 -2.312
O -3.361 5.026 -1.756
N -2.155 3.178 -1.963
C -1.314 2.309 -2.724
H -0.781 5.226 -3.309
H -2.180 6.105 -3.633
H -1.806 4.562 -4.494
H -2.635 2.834 -1.143
H -0.285 2.664 -2.664
H -1.672 2.273 -3.753
H -1.392 1.335 -2.240
C 3.860 -3.990 5.189
C 2.741 -3.153 4.647
O 1.567 -3.380 5.005
N 3.099 -2.072 3.883
C 2.178 -1.103 3.417
H 3.971 -3.637 6.214
H 4.783 -3.760 4.656
H 3.651 -5.059 5.161
H 4.066 -1.825 3.726
H 2.701 -0.161 3.254
H 1.381 -0.844 4.115
H 1.694 -1.415 2.491
```

Results of the Mulliken charge analysis, in e, for atoms 1 through 5: number 1, Zn, carries 4.211; number 2, S, carries 0.667; number 3, O, carries -0.104; number 4, O, carries -0.735; number 5, O, carries 0.276